*i*
7
Properties=species:S:1:pos:R:3:lowdin_charge:R:1 method="wB97M-V/def2-TZVPD" orbital_gap_ha=0.2843 e_lumo_ev=-1.09
S -2.951 -0.611 -0.113 0.69
C -1.511 -0.004 0.026 -0.86
S 0.211 -1.181 0.200 0.75
C 1.406 0.027 -0.008 -1.17
S 2.990 -0.293 -0.166 0.59
H -1.179 1.017 0.094 -0.01
H 1.034 1.046 -0.033 0.00

*ii*
7
Properties=species:S:1:pos:R:3:lowdin_charge:R:1 method="wB97M-V/def2-TZVPD" orbital_gap_ha=0.2670 e_lumo_ev=-0.78
C 1.148 -0.874 0.539 -0.70
C -0.597 0.231 -0.023 -1.27
S 2.640 -0.712 0.152 0.70
S -1.349 0.851 1.257 0.61
S -0.741 0.350 -1.678 0.75
H 0.561 -1.149 1.511 0.02
H -1.661 1.302 -1.758 -0.12

Stability summary: most stable *i*, least stable *ii*.

*i*
26
Properties=species:S:1:pos:R:3:lowdin_charge:R:1 method="wB97M-V/def2-TZVPD" orbital_gap_ha=0.3837 e_lumo_ev=-3.10 total_charge=+1
C 1.310 1.414 1.023 -0.05
O 1.013 0.127 1.440 -0.07
N 0.137 -0.692 0.604 -0.21
C 0.971 -1.986 0.514 0.09
O -1.055 -0.979 1.266 -0.11
C -0.981 -1.552 2.590 0.01
C -0.241 0.005 -0.590 -0.23
C 0.686 0.003 -1.637 0.01
C 0.432 0.859 -2.729 -0.02
C -0.714 1.594 -2.735 -0.07
C -1.625 1.499 -1.748 -0.06
C -1.418 0.695 -0.644 0.00
H 1.692 1.460 -0.008 0.10
H 2.103 1.702 1.663 0.11
H 0.382 2.050 0.963 0.13
H 1.122 -2.357 1.584 0.12
H 0.220 -2.705 -0.102 0.19
H 1.906 -1.726 0.067 0.09
H -0.369 -0.996 3.256 0.09
H -0.584 -2.626 2.436 0.12
H -2.042 -1.451 2.863 0.12
H 1.540 -0.596 -1.768 0.11
H 1.166 0.873 -3.430 0.09
H -0.958 2.476 -3.374 0.14
H -2.519 2.188 -1.701 0.15
H -2.175 0.719 0.198 0.16

*ii*
26
Properties=species:S:1:pos:R:3:lowdin_charge:R:1 method="wB97M-V/def2-TZVPD" orbital_gap_ha=0.3198 e_lumo_ev=-4.74 total_charge=+1
C 0.945 2.348 0.833 -0.03
O 0.337 1.663 -0.249 -0.10
C 0.299 0.263 -0.214 -0.35
N -0.762 -0.093 -1.223 -0.12
C -0.953 -1.551 -1.341 0.03
C -2.044 0.601 -0.992 0.03
C 0.056 -0.321 1.139 -0.02
C 1.012 -0.984 1.798 -0.03
C 2.320 -1.239 1.242 -0.01
C 2.666 -0.923 -0.022 0.02
C 1.730 -0.329 -0.938 -0.27
O 1.804 -0.194 -2.129 0.14
H 0.756 3.401 0.634 0.11
H 2.021 2.167 0.866 0.11
H 0.496 2.075 1.791 0.10
H -0.360 0.260 -2.108 0.19
H -1.136 -1.973 -0.355 0.11
H -1.804 -1.765 -1.985 0.12
H -0.070 -2.023 -1.768 0.11
H -2.552 0.161 -0.137 0.11
H -1.856 1.656 -0.802 0.11
H -2.674 0.507 -1.873 0.12
H -0.895 -0.099 1.601 0.13
H 0.815 -1.361 2.792 0.13
H 3.039 -1.729 1.885 0.13
H 3.634 -1.186 -0.429 0.13

Stability summary: most stable *ii*, least stable *i*.

*i*
9
Properties=species:S:1:pos:R:3:lowdin_charge:R:1 method="wB97M-V/def2-TZVPD" orbital_gap_ha="0.2655 / 0.2358" e_lumo_ev="-0.88 / -1.15"
C 0.018 -0.709 -0.032 -0.15
C -0.978 0.076 -0.575 -0.38
N 0.413 1.269 0.768 -0.42
N 0.955 0.102 0.751 -0.24
S -0.750 1.733 -0.305 1.03
Br 3.221 0.000 -0.137 -0.10
H 0.309 -1.707 -0.023 0.09
H -1.572 -0.340 -1.319 0.05
H 0.833 2.166 1.036 0.11

*ii*
9
Properties=species:S:1:pos:R:3:lowdin_charge:R:1 method="wB97M-V/def2-TZVPD" orbital_gap_ha=0.3488 e_lumo_ev=0.73
C -0.801 -2.676 -1.803 -0.93
C -0.825 -0.130 0.566 -0.63
N -1.072 -1.910 -2.676 0.11
N 0.001 0.307 1.466 -0.04
S -0.085 -3.651 -0.848 0.69
Br -1.170 1.099 -0.819 0.59
H 0.005 -0.217 2.325 0.10
H -1.735 -1.150 -2.751 0.05
H 0.445 1.166 1.276 0.05

Stability summary: most stable *ii*, least stable *i*.

*i*
5
Properties=species:S:1:pos:R:3:lowdin_charge:R:1 method="wB97M-V/def2-TZVPD" orbital_gap_ha=0.3337 e_lumo_ev=5.75 total_charge=-1
O -0.618 -0.887 -0.581 -0.38
H -1.076 -1.199 0.219 -0.07
O 0.706 0.857 0.517 -0.40
H 0.363 1.585 -0.026 -0.08
H -0.061 0.113 -0.136 -0.06

*ii*
5
Properties=species:S:1:pos:R:3:lowdin_charge:R:1 method="wB97M-V/def2-TZVPD" orbital_gap_ha=0.3309 e_lumo_ev=5.68 total_charge=-1
O -1.001 0.025 -0.677 -0.33
H -1.650 -0.123 0.025 -0.06
O 1.033 0.067 0.639 -0.41
H 1.594 -0.596 0.224 -0.10
H -0.009 0.015 -0.087 -0.10

Stability summary: most stable *ii*, least stable *i*.

*i*
19
Properties=species:S:1:pos:R:3:lowdin_charge:R:1 method="wB97M-V/def2-TZVPD" orbital_gap_ha=0.3315 e_lumo_ev=0.52
C 2.175 0.338 -0.985 -0.40
C -0.342 0.150 0.002 -1.10
C -1.133 0.362 1.193 -0.25
C -1.139 1.285 0.161 -0.50
C -0.664 -2.611 -0.161 -0.43
H 1.314 -0.591 -1.350 0.02
H 3.302 -0.258 -0.958 0.07
H 2.359 1.442 -1.573 0.08
H -2.153 -0.238 1.454 0.17
H -0.605 0.504 2.104 0.07
H -2.101 1.315 -0.298 0.14
H 0.486 2.564 0.899 0.08
H 0.151 2.498 -0.611 0.08
H -1.829 -2.591 0.234 0.05
H 0.175 -2.413 0.894 0.13
H -0.110 -3.506 -1.011 0.13
N -0.377 2.467 0.283 0.00
S 1.325 0.308 0.780 0.81
S -0.834 -1.026 -1.057 0.82

*ii*
19
Properties=species:S:1:pos:R:3:lowdin_charge:R:1 method="wB97M-V/def2-TZVPD" orbital_gap_ha=0.3491 e_lumo_ev=0.80
N 0.277 -0.641 -2.004 -0.03
C -0.970 -0.686 -1.230 -0.24
C -0.765 -0.096 0.173 -0.36
C -0.003 -0.879 1.274 -0.58
S 1.216 -2.165 0.701 0.72
C 0.624 0.445 1.701 -0.21
C 0.207 1.072 0.340 -0.66
S -0.558 2.711 0.276 0.73
H 0.253 -1.237 -2.837 0.09
H 0.440 0.292 -2.326 0.06
H -1.290 -1.710 -1.116 0.11
H -1.780 -0.117 -1.729 0.12
H -1.748 0.151 0.633 0.15
H -0.629 -1.382 2.032 0.10
H 1.373 -1.645 -0.509 -0.18
H 0.085 0.929 2.568 0.13
H 1.702 0.400 1.883 0.10
H 1.064 1.030 -0.362 0.10
H 0.503 3.528 0.531 -0.14

Stability summary: most stable *ii*, least stable *i*.

*i*
8
Properties=species:S:1:pos:R:3:lowdin_charge:R:1 method="wB97M-V/def2-TZVPD" orbital_gap_ha=0.3028 e_lumo_ev=-0.77
C 0.210 -0.054 0.151 -0.44
N 1.016 -2.199 1.162 -0.65
O 1.401 -4.540 1.395 -0.52
S 0.786 -0.527 1.824 0.69
S 1.466 -3.314 2.135 0.80
H 0.193 0.995 -0.102 0.02
H -0.889 -0.313 -0.071 0.07
H 0.994 -0.482 -0.527 0.04

*ii*
8
Properties=species:S:1:pos:R:3:lowdin_charge:R:1 method="wB97M-V/def2-TZVPD" orbital_gap_ha=0.2825 e_lumo_ev=-0.77
C -0.682 0.858 1.061 -0.37
N 0.545 -0.477 -0.835 -0.77
O 0.880 -2.620 -1.904 -0.56
S 0.616 0.968 -0.213 0.74
S 1.442 -1.276 -1.853 0.83
H -0.553 1.564 1.883 0.03
H -0.581 -0.186 1.385 0.03
H -1.666 1.169 0.476 0.08

Stability summary: most stable *ii*, least stable *i*.

*i*
51
Properties=species:S:1:pos:R:3:lowdin_charge:R:1 method="wB97M-V/def2-TZVPD" orbital_gap_ha=0.3752 e_lumo_ev=-0.27
O -10.251 6.281 -17.634 -0.03
H -10.847 5.602 -17.949 0.01
H -10.823 7.012 -17.400 0.01
O -15.734 8.395 -18.048 -0.06
H -16.631 8.074 -17.961 0.04
H -15.454 8.573 -17.150 -0.04
O -11.475 10.200 -16.779 -0.06
H -10.667 10.260 -17.289 -0.01
H -11.822 9.331 -16.981 -0.01
O -15.078 8.269 -15.542 -0.03
H -15.731 7.584 -15.394 0.07
H -14.588 8.314 -14.722 0.08
O -12.218 11.001 -19.545 -0.05
H -12.860 10.302 -19.668 0.01
H -12.395 11.339 -18.668 0.02
O -8.994 10.196 -17.930 -0.02
H -8.432 10.748 -17.386 0.08
H -9.025 10.645 -18.775 0.08
O -7.121 5.776 -21.527 -0.05
H -8.022 6.042 -21.707 0.00
H -7.093 4.848 -21.763 0.02
O -12.784 7.875 -17.559 -0.04
H -13.725 7.766 -17.417 0.01
H -12.595 7.342 -18.332 0.01
O -8.912 8.125 -12.628 -0.05
H -8.724 7.713 -11.785 0.03
H -8.280 7.735 -13.232 0.03
O -12.463 4.279 -19.057 -0.03
H -13.271 4.704 -19.346 0.02
H -11.906 4.268 -19.836 0.01
O -7.725 1.642 -18.731 -0.06
H -7.366 2.488 -18.999 0.03
H -6.962 1.133 -18.457 0.03
O -7.420 7.908 -18.163 -0.05
H -8.100 8.569 -18.033 -0.01
H -7.838 7.082 -17.921 0.03
O -12.376 10.877 -14.149 -0.07
H -11.502 10.815 -13.762 0.03
H -12.292 10.448 -15.000 -0.02
O -4.864 6.590 -18.586 -0.06
H -5.537 7.203 -18.293 -0.02
H -4.234 6.562 -17.866 0.02
O -9.558 7.233 -20.716 -0.04
H -9.037 7.029 -19.940 0.01
H -10.465 7.184 -20.416 -0.01
O -12.787 7.117 -20.404 -0.02
H -13.389 6.413 -20.645 0.05
H -13.319 7.912 -20.442 0.05
O -10.914 3.169 -21.524 -0.04
H -11.337 3.238 -22.380 0.04
H -11.019 2.250 -21.277 0.05

*ii*
51
Properties=species:S:1:pos:R:3:lowdin_charge:R:1 method="wB97M-V/def2-TZVPD" orbital_gap_ha=0.3378 e_lumo_ev=-0.47
O -1.592 2.064 2.467 -0.05
H -2.202 1.764 1.809 -0.03
H -2.065 2.187 3.331 0.10
O 0.610 -2.805 1.094 -0.02
H -0.342 -2.703 1.103 0.00
H 0.717 -2.898 0.148 -0.02
O 1.590 -3.559 -1.440 -0.03
H 1.789 -3.901 -2.287 0.04
H 1.235 -2.710 -1.643 -0.02
O -0.435 -1.808 -1.582 -0.07
H -1.029 -2.425 -1.148 0.05
H -0.768 -2.055 -2.485 0.12
O 0.164 -0.023 3.374 -0.05
H 1.015 0.062 3.844 0.06
H -0.115 0.889 3.303 -0.01
O 0.165 0.143 0.224 -0.04
H -0.434 -0.234 0.877 0.02
H 0.291 -0.588 -0.359 0.00
O -3.504 0.915 0.875 -0.01
H -2.875 0.235 0.974 -0.04
H -4.105 0.830 1.626 0.07
O -1.637 0.962 -1.769 -0.05
H -1.080 0.760 -2.500 -0.02
H -1.118 0.791 -0.965 0.00
O 1.402 2.542 1.886 0.01
H 2.069 3.147 2.024 0.03
H 1.798 1.715 1.689 -0.02
O 3.444 -1.450 -0.444 -0.07
H 2.892 -1.092 -1.140 -0.04
H 3.301 -0.893 0.320 -0.04
O 2.127 0.130 -2.081 -0.04
H 1.885 0.996 -1.696 0.01
H 2.647 0.294 -2.863 0.09
O 1.611 2.426 -1.092 0.01
H 0.753 2.743 -1.134 0.00
H 1.625 2.009 -0.220 0.03
O -0.844 3.318 0.019 -0.04
H -1.738 2.962 0.031 0.03
H -0.498 2.937 0.828 -0.01
O 2.536 -0.043 1.557 -0.05
H 1.692 -0.244 1.188 -0.02
H 2.619 -0.663 2.321 0.11
O -1.876 -1.207 1.467 0.00
H -1.907 -0.908 2.378 0.08
H -2.603 -1.714 1.253 0.04
O 0.161 0.230 -3.741 -0.07
H 0.293 0.949 -4.348 0.05
H 0.932 0.255 -3.094 -0.01
O -3.149 -1.418 -1.528 -0.04
H -2.403 -0.813 -1.550 -0.02
H -3.034 -2.125 -0.903 0.01

Stability summary: most stable *i*, least stable *ii*.

*i*
19
Properties=species:S:1:pos:R:3:lowdin_charge:R:1 method="wB97M-V/def2-TZVPD" orbital_gap_ha=0.3105 e_lumo_ev=-1.04
C -0.446 -3.261 0.347 -0.03
N -0.365 -1.808 0.232 -0.07
C 0.666 -1.007 0.952 -0.30
O 1.615 -1.353 1.656 0.09
C 0.342 0.410 0.516 -0.05
C 1.042 1.626 1.037 0.01
C 0.722 2.866 0.516 -0.08
C 0.017 2.746 -0.690 -0.07
C -0.679 1.597 -1.262 0.01
C -0.711 0.388 -0.470 -0.07
C -1.032 -0.996 -0.769 -0.30
O -1.472 -1.532 -1.841 0.05
H 0.534 -3.733 0.244 0.08
H -0.977 -3.344 1.414 0.13
H -1.076 -3.317 -0.708 0.14
H 1.916 1.607 1.809 0.15
H 1.267 3.700 0.681 0.07
H -0.071 3.507 -1.573 0.13
H -1.293 1.904 -2.093 0.10

*ii*
19
Properties=species:S:1:pos:R:3:lowdin_charge:R:1 method="wB97M-V/def2-TZVPD" orbital_gap_ha=0.3288 e_lumo_ev=-0.38
O 4.666 -0.531 -0.269 0.07
C 3.503 -0.065 -0.083 -0.45
C 2.238 -0.743 -0.002 -0.03
C 1.252 0.409 0.426 -0.31
C -0.208 0.296 0.303 -0.13
C -1.211 1.439 -0.141 0.03
C -2.579 1.137 -0.161 -0.19
C -3.103 -0.086 -0.178 -0.10
C -2.150 -1.164 -0.016 -0.07
C -0.738 -0.983 0.210 -0.09
N 1.851 1.452 0.363 0.16
O 3.219 1.285 -0.143 0.04
H 1.728 -1.241 -0.987 0.20
H 2.327 -1.317 1.021 0.18
H -0.908 2.691 -0.389 0.19
H -3.289 1.927 0.015 0.10
H -4.195 -0.336 -0.238 0.12
H -2.334 -2.307 -0.259 0.13
H -0.069 -1.864 0.529 0.13

Stability summary: most stable *i*, least stable *ii*.